Record 1
Formula: C31H44CoGeN2O6P
Source: the Open Molecules 2025 dataset
Level of theory: ωB97M-V/def2-TZVPD

## Properties
- Charge: +1
- Relative energy (zero: lowest compared OMol25 entry of this formula, charge and spin): 0.000 eV
- 2S+1: 4
- LUMO level (spin up / spin down): -2.24 / -2.29 eV
- HOMO-LUMO gap (spin up / spin down): 0.351 / 0.351 Ha
- Energy: -151557.20936 eV
- Highest occupied orbital energy (spin up / spin down): -0.43371 / -0.43551 Ha

Atoms and positions in Å:
Co1 0.458 -0.744 0.166
C1 -0.836 -2.630 3.639
C2 -1.164 -2.134 2.246
C3 -2.651 -1.916 2.036
O1 -0.503 -0.838 2.028
C4 -0.646 -3.126 1.183
O2 -1.038 -4.270 1.228
O3 0.171 -2.642 0.294
H1 -1.257 -1.964 4.395
H2 0.244 -2.711 3.783
H3 -1.262 -3.622 3.770
H4 -3.042 -1.225 2.784
H5 -3.172 -2.869 2.114
H6 -2.835 -1.502 1.044
H7 -0.109 -0.533 2.851
N1 2.593 -0.472 0.271
N2 2.891 0.882 0.475
C5 1.910 1.834 0.514
O4 2.147 3.013 0.583
O5 0.668 1.328 0.514
H8 3.073 -1.040 0.962
H9 2.873 -0.765 -0.663
H10 3.836 1.212 0.358
C6 1.009 7.029 1.551
C7 0.173 5.798 1.228
C8 0.200 4.773 2.353
C9 -0.765 3.604 2.160
Ge1 -0.770 2.589 0.502
C10 -0.793 3.454 -1.246
C11 0.534 3.514 -2.006
C12 0.370 4.119 -3.397
C13 1.711 4.458 -4.035
H11 0.997 7.747 0.730
H12 2.049 6.752 1.735
H13 0.636 7.535 2.442
H14 0.558 5.335 0.316
H15 -0.862 6.096 1.026
H16 -0.057 5.271 3.293
H17 1.219 4.399 2.467
H18 -1.801 3.962 2.224
H19 -0.665 2.868 2.962
H20 -1.852 1.500 0.599
H21 -1.171 4.467 -1.087
H22 -1.548 2.929 -1.840
H23 0.964 2.511 -2.100
H24 1.252 4.105 -1.435
H25 -0.241 5.024 -3.325
H26 -0.185 3.421 -4.033
H27 2.223 5.239 -3.470
H28 1.589 4.811 -5.059
H29 2.365 3.584 -4.057
O6 0.693 -0.495 -1.827
P1 -0.208 -1.121 -2.896
C14 -0.365 0.011 -4.277
C15 0.799 0.625 -4.745
C16 0.746 1.441 -5.862
C17 -0.466 1.662 -6.504
C18 -1.624 1.059 -6.039
C19 -1.575 0.225 -4.929
C20 0.432 -2.662 -3.543
C21 0.856 -3.655 -2.655
C22 1.315 -4.865 -3.148
C23 1.357 -5.091 -4.518
C24 0.936 -4.108 -5.401
C25 0.471 -2.894 -4.919
C26 -1.849 -1.416 -2.234
C27 -2.577 -0.299 -1.810
C28 -3.865 -0.452 -1.323
C29 -4.426 -1.721 -1.248
C30 -3.701 -2.833 -1.649
C31 -2.414 -2.685 -2.147
H30 1.743 0.450 -4.243
H31 1.649 1.905 -6.234
H32 -0.505 2.305 -7.374
H33 -2.566 1.227 -6.543
H34 -2.477 -0.262 -4.582
H35 0.806 -3.492 -1.585
H36 1.632 -5.636 -2.458
H37 1.716 -6.038 -4.898
H38 0.968 -4.284 -6.468
H39 0.143 -2.134 -5.615
H40 -2.142 0.692 -1.896
H41 -4.431 0.414 -1.006
H42 -5.431 -1.844 -0.868
H43 -4.138 -3.820 -1.578
H44 -1.854 -3.554 -2.467

Atomic forces in eV per Å
0.086 0.001 -0.060
0.037 -0.017 -0.008
-0.047 0.025 0.011
-0.001 0.009 0.010
0.008 -0.013 -0.016
0.003 0.008 -0.017
-0.017 -0.023 -0.002
0.018 -0.004 -0.041
0.000 0.004 0.001
-0.001 -0.001 0.002
-0.011 0.003 0.006
-0.004 -0.004 0.004
0.008 -0.005 0.002
0.000 0.002 -0.003
-0.012 0.033 -0.001
-0.021 0.043 0.007
0.062 -0.040 0.005
-0.127 -0.041 0.107
0.000 0.050 0.008
0.102 0.057 -0.036
-0.015 0.004 -0.007
0.008 -0.007 0.011
-0.009 0.005 -0.014
0.014 0.004 -0.002
-0.013 0.013 0.033
0.029 -0.025 0.014
-0.019 -0.005 -0.011
0.057 0.068 0.032
0.041 -0.072 -0.028
-0.046 0.021 -0.007
-0.034 0.020 0.015
-0.044 -0.052 -0.034
-0.002 0.002 0.000
-0.001 -0.002 0.003
-0.003 -0.003 0.001
-0.009 -0.017 -0.042
0.011 -0.003 0.000
-0.005 -0.007 0.008
-0.001 -0.006 -0.009
-0.002 -0.002 -0.006
0.009 0.007 0.012
-0.033 -0.009 -0.003
-0.029 -0.018 0.010
0.022 0.000 -0.038
-0.001 -0.009 -0.004
0.020 0.003 -0.009
0.010 0.008 -0.005
-0.012 0.021 0.018
0.011 -0.009 0.004
0.002 0.011 0.002
0.021 -0.026 -0.008
-0.123 -0.105 0.051
0.022 -0.033 0.031
0.033 0.018 0.035
-0.007 -0.022 -0.015
0.005 0.027 -0.012
0.025 -0.015 0.002
-0.007 -0.004 -0.001
-0.032 -0.011 -0.023
0.049 0.015 -0.002
0.015 0.021 0.012
0.004 0.002 -0.010
-0.001 0.002 0.003
-0.001 -0.002 0.000
-0.009 -0.011 0.000
-0.058 0.122 -0.010
-0.009 -0.053 -0.027
0.046 0.024 0.010
-0.011 -0.009 0.012
-0.018 -0.018 0.008
0.042 0.006 -0.014
-0.002 0.014 0.011
0.012 0.025 0.007
0.000 -0.001 -0.002
-0.002 0.002 0.005
0.000 0.010 0.004
-0.018 -0.002 -0.004
0.008 -0.004 -0.006
-0.001 -0.001 -0.001
0.002 -0.002 -0.001
-0.001 0.013 0.008
-0.017 -0.009 0.016
-0.004 0.004 -0.002
-0.004 0.008 -0.007
0.011 -0.003 0.005
-0.007 -0.009 0.005

Record 2
Formula: C31H44N11O2STi
Source: the Open Molecules 2025 dataset
Level of theory: ωB97M-V/def2-TZVPD

## Properties
- Charge: +2
- Relative energy (zero: lowest compared OMol25 entry of this formula, charge and spin): 4.232 eV
- 2S+1: 2
- LUMO level (spin up / spin down): -5.24 / -6.31 eV
- HOMO-LUMO gap (spin up / spin down): 0.266 / 0.229 Ha
- Energy: -87284.37375 eV
- Highest occupied orbital energy (spin up / spin down): -0.45897 / -0.46070 Ha

Atoms and positions in Å:
Ti1 0.588 0.804 0.102
C1 -2.862 0.693 -0.743
N1 -2.862 2.034 -0.213
C2 -3.700 3.081 -0.784
C3 -3.459 4.237 0.188
N2 -2.197 3.854 0.823
C4 -1.325 4.844 1.420
C5 -1.940 2.555 0.618
N3 -0.953 1.818 1.114
C6 -0.334 2.183 2.390
C7 0.155 0.902 3.070
N4 0.441 -0.109 2.046
C8 0.867 -1.300 2.438
N5 1.548 -1.622 3.556
C9 2.208 -0.748 4.513
C10 1.793 -3.062 3.649
C11 1.230 -3.600 2.333
N6 0.644 -2.423 1.694
C12 -0.593 -2.618 0.957
H1 -3.876 0.292 -0.725
H2 -2.245 0.059 -0.106
H3 -2.464 0.659 -1.760
H4 -4.741 2.764 -0.807
H5 -3.380 3.317 -1.803
H6 -4.254 4.338 0.929
H7 -3.337 5.189 -0.326
H8 -1.369 5.750 0.815
H9 -0.298 4.494 1.403
H10 -1.617 5.093 2.441
H11 -1.045 2.681 3.052
H12 0.516 2.855 2.249
H13 -0.619 0.535 3.751
H14 1.028 1.168 3.663
H15 1.500 -0.172 5.103
H16 2.909 -0.074 4.019
H17 2.765 -1.380 5.201
H18 1.301 -3.478 4.530
H19 2.864 -3.246 3.742
H20 0.462 -4.357 2.492
H21 2.005 -4.040 1.703
H22 -1.296 -3.212 1.549
H23 -0.397 -3.133 0.017
H24 -1.046 -1.659 0.735
O1 2.057 1.790 0.645
N7 2.371 1.580 -0.712
C13 4.874 1.886 -0.574
C14 5.068 2.979 -1.585
C15 4.123 3.610 -2.286
C16 2.674 3.451 -2.279
C17 1.894 2.626 -1.576
S1 0.146 2.488 -1.587
H25 5.750 1.225 -0.653
H26 6.095 3.277 -1.756
H27 4.464 4.371 -2.977
H28 2.140 4.116 -2.948
C18 5.339 -2.289 -1.894
N8 3.892 -2.335 -1.770
N9 3.188 -1.439 -0.997
C19 1.864 -1.636 -1.224
O2 0.983 -0.903 -0.646
C20 1.729 -2.688 -2.131
C21 3.014 -3.087 -2.455
C22 3.472 -4.137 -3.403
C23 3.769 -0.369 -0.248
C24 4.297 -0.667 0.971
C25 4.849 0.186 1.954
C26 4.981 1.587 1.934
C27 4.898 2.391 0.840
C28 3.691 0.972 -0.918
H29 5.639 -1.628 -2.708
H30 5.696 -3.296 -2.089
H31 5.771 -1.942 -0.960
H32 0.807 -3.066 -2.536
H33 2.612 -4.635 -3.844
H34 4.078 -4.889 -2.897
H35 4.066 -3.702 -4.207
H36 4.251 -1.716 1.251
H37 5.133 -0.312 2.873
H38 5.177 2.065 2.887
H39 4.952 3.464 0.980
H40 3.720 0.801 -2.000
N10 -1.520 -1.874 -3.475
C29 -1.152 -2.296 -4.705
C30 -0.197 -1.415 -5.150
C31 -0.069 -0.479 -4.107
N11 -0.872 -0.760 -3.092
H41 -2.238 -2.258 -2.887
H42 -1.602 -3.161 -5.163
H43 0.312 -1.432 -6.097
H44 0.558 0.398 -4.053

Atomic forces in eV per Å
0.598 0.436 0.133
0.002 -0.075 0.023
0.098 0.060 -0.019
-0.072 -0.006 0.045
0.057 0.057 -0.093
-0.086 -0.063 0.171
0.076 0.068 -0.074
0.009 -0.009 -0.151
0.183 -0.182 -0.070
-0.082 -0.070 0.131
-0.129 0.112 0.011
0.259 0.027 -0.044
0.052 -0.064 -0.136
-0.122 -0.004 0.071
0.066 0.000 -0.032
0.011 0.019 0.032
0.020 -0.027 -0.011
-0.062 0.040 0.125
-0.045 -0.016 -0.067
-0.006 0.034 -0.046
-0.022 0.017 0.018
-0.001 -0.013 0.007
0.001 0.009 -0.013
0.012 -0.004 0.006
-0.004 -0.032 0.002
-0.028 0.009 0.022
-0.025 0.007 0.017
-0.029 0.043 -0.017
0.002 -0.015 0.001
0.000 0.035 -0.061
0.006 -0.036 0.007
0.032 -0.105 -0.033
-0.015 0.014 0.000
-0.009 -0.027 0.032
-0.025 0.033 -0.010
0.036 0.008 -0.025
-0.010 -0.011 -0.013
-0.005 -0.003 0.005
-0.008 0.011 0.017
-0.020 -0.005 -0.016
0.020 -0.020 0.000
0.007 0.007 0.003
0.007 -0.013 0.037
-0.209 -0.108 -0.103
-0.208 -0.056 0.341
0.086 -0.057 0.035
-0.105 0.044 -0.045
0.143 -0.042 0.006
-0.229 0.057 -0.059
0.100 -0.217 0.029
0.003 -0.123 -0.056
-0.009 0.007 -0.059
0.010 0.018 0.047
0.023 0.007 0.015
-0.011 -0.014 0.004
-0.025 0.001 0.012
-0.063 -0.002 0.042
-0.020 -0.052 -0.067
0.096 0.167 -0.110
-0.355 0.178 0.089
0.013 -0.004 0.017
0.048 0.014 0.001
-0.035 -0.023 -0.011
-0.040 -0.021 0.124
0.021 0.029 -0.024
-0.018 -0.059 0.013
-0.019 0.080 -0.043
-0.009 -0.026 0.081
-0.030 -0.010 -0.222
0.014 0.004 0.008
0.014 0.011 -0.022
0.010 -0.009 -0.003
0.006 -0.011 -0.009
-0.009 0.015 0.002
0.007 0.001 -0.003
0.008 -0.011 -0.002
-0.011 -0.011 -0.035
0.005 0.022 0.015
0.001 -0.008 0.003
0.027 0.004 -0.016
0.054 0.004 0.012
0.065 0.000 -0.018
0.015 -0.010 -0.008
-0.023 -0.052 -0.009
0.026 0.055 0.068
-0.135 -0.038 0.040
0.004 -0.001 -0.031
0.007 -0.001 -0.014
0.001 0.005 -0.008
0.010 -0.003 -0.013

- Which formula does entry 1 have?
  C31H44CoGeN2O6P

- charge of number 2 (C31H44N11O2STi)?
  +2

- Look up the 2S+1 of the first one.
  4